{
  "formula": "C2H13NO3S",
  "method": "wB97M-V/def2-TZVPD",
  "species": ["C", "C", "S", "N", "H", "H", "H", "H", "H", "H", "H", "H", "H", "O", "H", "H", "O", "H", "H", "O"],
  "coordinates": [[-0.9234, 0.4726, 1.6944], [-2.2666, 0.1677, 1.0600], [-2.0647, -0.1056, -0.6634], [-1.0274, 0.2566, 3.1685], [-0.6990, 1.5294, 1.5023], [-0.1084, -0.1755, 1.3830], [-3.0408, 0.9258, 1.2192], [-2.7049, -0.6566, 1.6378], [-3.1252, -0.8463, -1.0280], [-1.8037, 0.8313, 3.5056], [-0.1997, 0.6338, 3.6254], [2.7499, 1.4449, -4.8468], [2.3648, 0.0965, -4.4077], [1.9590, 0.9367, -4.6236], [-0.4141, -3.1585, 3.1416], [0.0084, -4.5869, 2.5808], [0.3101, -3.8070, 3.0553], [4.5778, 2.9737, -2.9379], [5.6521, 2.4748, -2.0548], [4.8209, 2.1791, -2.4417]],
  "forces_ev_per_angstrom": [[-0.150, 0.834, 1.377], [-1.179, -0.647, 1.456], [0.517, -0.291, -1.608], [-0.412, 0.381, -0.276], [0.393, -0.205, -0.325], [-0.170, 0.030, -0.561], [0.581, 0.515, 0.066], [0.349, -0.459, -0.551], [-0.073, 0.122, 0.473], [0.235, -0.225, 0.055], [-0.084, -0.133, -0.113], [-0.289, 0.238, -0.018], [-0.210, -0.455, 0.219], [0.507, 0.216, -0.186], [0.355, -0.713, -0.264], [-0.341, 0.285, 0.020], [-0.018, 0.506, 0.251], [-0.303, -0.290, 0.014], [0.102, -0.340, 0.202], [0.192, 0.633, -0.232]],
  "nbo_charge": [-0.227, -0.569, -0.021, -0.833, 0.175, 0.209, 0.209, 0.225, 0.129, 0.345, 0.359, 0.462, 0.466, -0.928, 0.481, 0.472, -0.954, 0.464, 0.466, -0.929],
  "homo_lumo_gap_ha": 0.3518,
  "total_charge": 0,
  "homo_energy_ha": -0.3271,
  "lumo_energy_ha": 0.025,
  "de_lowest_ev": 0.8713
}

{
  "formula": "C10H10N3OS",
  "method": "wB97M-V/def2-TZVPD",
  "species": ["C", "C", "C", "C", "C", "C", "C", "C", "C", "C", "N", "N", "N", "O", "S", "H", "H", "H", "H", "H", "H", "H", "H", "H", "H"],
  "coordinates": [[-3.8671, 1.1233, -0.5821], [-4.1483, 0.2249, 0.4668], [-2.5628, 1.3059, -1.1169], [-3.1437, -0.6647, 0.8392], [-1.5740, 0.4736, -0.6134], [-1.8522, -0.5032, 0.3624], [1.4345, -1.5300, -0.6829], [2.1607, -0.5799, 0.0163], [3.9309, 0.6615, 0.1104], [-0.7393, -1.3548, 0.8912], [3.1691, 0.8863, 1.1705], [5.0672, 1.1690, -0.3323], [2.0980, 0.1788, 1.0984], [3.3712, -0.2486, -0.6747], [0.0213, -2.3704, -0.4257], [-4.5167, 1.9612, -0.6659], [-5.0492, 0.1389, 0.9755], [-2.2661, 1.9984, -1.9608], [-3.1880, -1.2464, 1.7321], [-0.5742, 0.5917, -1.1731], [2.0084, -1.9361, -1.4650], [0.0925, -0.9103, 1.4029], [5.8467, 1.7221, 0.2366], [5.4460, 0.8995, -1.2995], [-1.1650, -1.9908, 1.6899]],
  "forces_ev_per_angstrom": [[0.862, 0.994, 1.380], [2.437, -0.331, -1.953], [-0.340, -0.829, -0.106], [0.951, 1.124, 0.439], [1.150, 0.011, -1.617], [0.810, 0.832, -1.156], [-0.899, -0.709, 1.426], [1.171, 0.760, -1.383], [0.164, -1.131, -1.796], [-0.729, -1.040, 0.975], [0.949, 1.954, 1.797], [3.787, 1.521, -0.213], [-0.896, -1.152, -0.291], [-0.745, -0.325, 0.460], [0.184, 0.840, 0.256], [-1.022, 0.180, -0.809], [-1.688, 0.331, 0.515], [-0.884, -0.636, 1.330], [-0.741, -0.773, 0.294], [-1.271, -0.470, 1.453], [0.516, -0.404, -1.233], [0.215, 0.880, -0.021], [-2.993, -1.581, -1.206], [-1.214, 0.274, 2.156], [0.225, -0.320, -0.697]],
  "nbo_charge": [-0.183, -0.178, -0.197, -0.187, -0.198, -0.091, -0.270, 0.263, 0.687, -0.551, -0.267, -0.773, -0.097, -0.406, 0.628, 0.225, 0.229, 0.238, 0.213, 0.203, 0.268, 0.261, 0.469, 0.449, 0.263],
  "homo_lumo_gap_ha": 0.2289,
  "total_charge": 1,
  "homo_energy_ha": -0.4478,
  "lumo_energy_ha": -0.219,
  "de_lowest_ev": 0.3417
}